Record 1
Computed, not measured: an isolated ion of composition C5H11NO2P and charge +1 at a distorted geometry, with the ωB97M-V functional and the def2-TZVPD basis.

The calculation puts the energy relative to the best compared isomer or geometry (same formula, charge and spin) at 91.75 kcal/mol. The calculation puts the LUMO energy at -3.3 eV. Its charge is +1. The value obtained for the total energy is -20226.168 eV. For the gap between HOMO and LUMO, the calculation gives 0.29816 Eh. The multiplicity is 1.

Positions of all 20 atoms, in Å:
1 C 1.28 -0.88 0.08
2 C 2.58 0.88 0.47
3 C 2.48 -1.34 -0.24
4 C -2.37 -1.30 0.28
5 C -1.16 -0.61 0.69
6 N 3.37 -0.26 0.05
7 O -0.05 -1.31 -0.13
8 O 1.17 0.45 0.42
9 P -1.11 1.10 -0.15
10 H 2.63 1.11 1.56
11 H 2.74 1.87 0.10
12 H 2.80 -2.38 -0.39
13 H -3.15 -0.93 0.98
14 H -2.47 -2.30 0.49
15 H -2.50 -1.21 -0.84
16 H -0.71 -0.57 1.75
17 H 3.99 0.11 -0.59
18 H -0.51 2.17 0.27
19 H -2.49 1.56 -0.23
20 H -0.83 1.00 -1.45

Results of the natural (NBO) charge analysis, in e, for atoms 1 through 4: atom 1 (C): 0.51, atom 2 (C): 0.09, atom 3 (C): -0.14, atom 4 (C): -0.68

---

Record 2
Computed, not measured: the molecule C5H11NO2S at a distorted geometry, with the ωB97M-V functional and the def2-TZVPD basis.

The calculation puts the energy relative to the best compared isomer or geometry (same formula, charge and spin) at 38.48 kcal/mol. The calculation puts the LUMO energy at 0.6 eV. The value obtained for the total energy is -21782.614 eV. As for the structure (SMILES): CSCC[C@H](N)C(=O)O. For the gap between HOMO and LUMO, the calculation gives 0.34212 Eh. The multiplicity is 1.

Positions of all 20 atoms, in Å:
1 C -2.48 -1.23 0.04
2 S -1.45 -0.25 -1.16
3 C -0.94 1.17 -0.16
4 C 0.11 0.92 0.80
5 C 1.50 0.41 0.24
6 N 1.66 1.38 -0.81
7 C 1.70 -0.91 -0.21
8 O 2.46 -1.29 -1.08
9 O 0.96 -1.79 0.51
10 H -3.16 -1.95 -0.47
11 H -1.71 -1.81 0.51
12 H -3.10 -0.51 0.73
13 H -1.69 1.52 0.50
14 H -0.76 2.02 -0.77
15 H 0.31 1.94 1.21
16 H -0.34 0.31 1.64
17 H 2.18 0.76 1.02
18 H 2.50 0.95 -1.27
19 H 0.91 1.11 -1.51
20 H 1.33 -2.75 0.22

Results of the natural (NBO) charge analysis, in e, for atoms 1 through 4: atom 1 (C): -0.73, atom 2 (S): 0.15, atom 3 (C): -0.56, atom 4 (C): -0.38

---

Record 3
Computed, not measured: a 2-piece molecular cluster, C5H11NO2S overall at a distorted geometry, with the ωB97M-V functional and the def2-TZVPD basis.

The calculation puts the energy relative to the best compared isomer or geometry (same formula, charge and spin) at 106.24 kcal/mol. The calculation puts the LUMO energy at 0.8 eV. The value obtained for the total energy is -21779.676 eV. For the gap between HOMO and LUMO, the calculation gives 0.36658 Eh. The multiplicity is 1.

Positions of all 20 atoms, in Å:
1 C -2.25 -1.41 -2.00
2 C -2.91 -1.52 -1.03
3 C -3.50 -1.70 0.32
4 C 1.27 0.89 1.68
5 C 1.58 2.14 -0.44
6 N 1.67 0.94 0.31
7 O 2.86 -0.40 -1.33
8 O 1.20 -1.45 0.14
9 S 1.31 -0.34 -0.75
10 H 3.49 -0.19 -0.62
11 H -1.61 -1.39 -2.93
12 H -2.77 -1.63 1.13
13 H -4.39 -1.10 0.51
14 H -3.89 -2.65 0.29
15 H 0.18 1.29 1.88
16 H 1.28 -0.12 2.18
17 H 1.86 1.42 2.44
18 H 1.16 2.97 0.16
19 H 2.55 2.33 -0.74
20 H 0.91 1.92 -1.20

Results of the natural (NBO) charge analysis, in e, for atoms 1 through 4: atom 1 (C): -0.29, atom 2 (C): 0.01, atom 3 (C): -0.68, atom 4 (C): -0.44

---

Record 4
Computed, not measured: the molecule C5H11NO2Si at a distorted geometry, with the ωB97M-V functional and the def2-TZVPD basis.

The calculation puts the energy relative to the best compared isomer or geometry (same formula, charge and spin) at 93.84 kcal/mol. The calculation puts the LUMO energy at 0.7 eV. The value obtained for the total energy is -18824.689 eV. As for the structure (SMILES): O=C(O)[C@@]1([SiH3])CCCN1. For the gap between HOMO and LUMO, the calculation gives 0.38406 Eh. The multiplicity is 1.

Positions of all 20 atoms, in Å:
1 O 2.50 0.74 0.86
2 C 1.69 0.77 -0.04
3 O 1.95 1.38 -1.18
4 C 0.47 -0.09 0.00
5 Si 1.19 -1.84 -0.33
6 C -0.31 0.14 1.36
7 C -1.73 0.33 0.91
8 C -1.53 0.94 -0.46
9 N -0.42 0.22 -1.14
10 H 1.39 1.15 -1.95
11 H 1.56 -2.10 -1.74
12 H 0.14 -2.76 -0.68
13 H 2.07 -2.17 0.74
14 H 0.17 0.95 1.93
15 H -0.20 -0.80 1.91
16 H -2.36 -0.48 1.13
17 H -2.24 1.17 1.47
18 H -2.43 1.07 -1.06
19 H -1.21 2.01 -0.25
20 H -0.69 -0.61 -1.48

Results of the natural (NBO) charge analysis, in e, for atoms 1 through 4: atom 1 (O): -0.60, atom 2 (C): 0.76, atom 3 (O): -0.68, atom 4 (C): -0.36

---

Question: Look up the energy relative to the best compared isomer or geometry (same formula, charge and spin) of the third one.
Answer: 106.24 kcal/mol

---

Question: Among the records above, which one has the lowest gap between HOMO and LUMO?
Answer: C5H11NO2P

---

Question: What is the multiplicity in the second record?
Answer: 1

---

Question: Which value of energy relative to the best compared isomer or geometry (same formula, charge and spin) does entry 3 give?
Answer: 106.24 kcal/mol